C4H6N4 | the ωB97M-V functional and the def2-TZVPD basis

Calculated values
- M: 110.1 g/mol
- HOMO-LUMO gap: 8.53 eV
- E_HOMO: -8.743 eV
- SMILES: [H]/N=c1\nnc(C)c[nH]1
- 2S+1: 1
- Lowest unoccupied orbital energy: -0.2 eV
- Largest force on an atom: 7.82 eV Å⁻¹

Structure (XYZ):
```
14
C4H6N4 | the Open Molecules 2025 dataset | the ωB97M-V functional and the def2-TZVPD basis
N 0.56276 0.95304 0.85491
N 1.20547 0.49001 -0.11561
N -1.22443 -0.57406 0.34950
N -1.55306 1.08554 1.97489
C 1.65776 -0.77602 -1.99455
C -0.76357 0.52655 1.13835
C 0.62367 -0.52905 -0.99148
C -0.58978 -0.94520 -0.83962
H -2.08390 -0.80280 0.46556
H -1.24055 -1.51020 -1.48359
H 1.27050 -1.35078 -2.85388
H -0.90623 1.72299 2.50439
H 2.02635 0.08294 -2.52868
H 2.43005 -1.48162 -1.42596
```

=====

C4BN2O14Tl | the ωB97M-V functional and the def2-TZVPD basis

Calculated values
- M: 515.2 g/mol
- HOMO-LUMO gap: 1.58 eV
- E_HOMO: -9.705 eV
- 2S+1: 1
- Lowest unoccupied orbital energy: -8.1 eV
- Largest force on an atom: 5.92 eV Å⁻¹

Structure (XYZ):
```
22
C4BN2O14Tl | the Open Molecules 2025 dataset | the ωB97M-V functional and the def2-TZVPD basis
Tl 3.79958 0.94910 -0.86428
O 2.01762 0.66941 4.91038
O 4.76171 -2.31628 -3.35934
O -2.67090 1.10551 1.09260
O -1.96678 -3.10798 0.31457
O -3.69529 0.80224 -1.03864
O -1.38413 0.08492 -0.76279
O 0.80547 2.09829 3.95250
O -3.11903 -1.12144 0.22333
O 6.48135 -1.51913 -2.64109
O 6.61750 -3.02020 -4.20838
O -4.58948 2.95512 -1.12443
O 1.73402 0.53726 2.80927
O -3.40358 3.16950 1.53143
O 0.25927 -1.41915 -0.84144
N 5.98122 -2.36182 -3.34756
N 1.44404 1.03523 3.85525
C -0.95705 -1.09720 -0.61209
C -3.96898 2.05747 -0.55887
C -3.34470 2.17320 0.82504
C -2.12335 -1.94574 -0.03676
B -2.67850 0.27170 -0.11872
```

=====

C4H6OS2 | the ωB97M-V functional and the def2-TZVPD basis

Calculated values
- M: 134.2 g/mol
- HOMO-LUMO gap: 9.01 eV
- E_HOMO: -8.231 eV
- SMILES: S[C@]12O[C@H]1CCS2
- 2S+1: 1
- Lowest unoccupied orbital energy: 0.8 eV
- Largest force on an atom: 4.20 eV Å⁻¹

Structure (XYZ):
```
13
C4H6OS2 | the Open Molecules 2025 dataset | the ωB97M-V functional and the def2-TZVPD basis
S -2.89905 -0.37837 0.35904
S -0.63355 1.68984 0.01564
O -0.60158 -0.77648 -1.08855
C -1.26822 0.03320 -0.17879
C 0.05148 -1.04614 0.14673
C 1.10489 1.13948 -0.17254
C 1.26660 -0.23797 0.46406
H -3.40697 -0.57347 -0.85848
H 1.35345 -0.16415 1.55104
H 1.73189 1.89611 0.29218
H 1.31318 1.09399 -1.23928
H -0.18600 -1.97361 0.63555
H 2.17389 -0.70244 0.07342
```

=====

C5H13N2O | the ωB97M-V functional and the def2-TZVPD basis

Calculated values
- M: 117.2 g/mol
- HOMO-LUMO gap (spin up / spin down): 2.05 / 6.55 eV
- E_HOMO (spin up / spin down): 4.322 / -0.207 eV
- 2S+1: 2
- <S²>: 0.751
- Lowest unoccupied orbital energy (spin up / spin down): 6.4 / 6.3 eV
- Largest force on an atom: 2.33 eV Å⁻¹
- Net charge: -2

Structure (XYZ):
```
21
C5H13N2O | the Open Molecules 2025 dataset | the ωB97M-V functional and the def2-TZVPD basis
O -0.94525 0.32675 -0.31715
N -3.11282 -0.50947 0.38762
N 1.42295 0.97989 -1.23118
C 3.62431 0.84717 -0.22809
C 2.38336 0.31461 -0.50153
C -2.52735 -1.48237 1.29798
C 1.82279 -0.89348 0.23538
C -2.15763 0.60722 0.11855
H -3.27775 -0.94985 -0.49340
H 2.64055 -1.29929 0.84874
H 4.26350 0.43216 0.56012
H 1.68833 1.85689 -1.62041
H -3.19080 -2.26960 1.64812
H -2.15459 1.14391 1.10117
H 1.51797 -1.63480 -0.51967
H 0.93103 -0.57816 0.79531
H -1.61797 -1.96698 0.92662
H -2.25284 -0.88432 2.17043
H 3.90613 1.77677 -0.67561
H 0.41255 0.81968 -0.96442
H -2.70766 1.28815 -0.57886
```

=====

C5H6Cl2O4PrSV | the ωB97M-V functional and the def2-TZVPD basis

Calculated values
- M: 424.9 g/mol
- HOMO-LUMO gap (spin up / spin down): 5.19 / 6.22 eV
- E_HOMO (spin up / spin down): -23.425 / -23.600 eV
- 2S+1: 5
- <S²>: 6.048
- Lowest unoccupied orbital energy (spin up / spin down): -18.2 / -17.4 eV
- Largest force on an atom: 11.74 eV Å⁻¹
- Net charge: +4

Structure (XYZ):
```
20
C5H6Cl2O4PrSV | the Open Molecules 2025 dataset | the ωB97M-V functional and the def2-TZVPD basis
Pr -1.08207 -0.63656 -4.10901
V 0.20805 0.79942 0.50331
Cl 0.29659 -0.91411 -1.83062
Cl -1.45869 1.87801 -0.34462
S 0.15381 -0.42446 2.30358
O 1.77370 -2.03491 -5.60670
O 1.00644 -0.61439 3.50587
O 1.47478 1.55402 -5.30892
O 3.01773 1.78228 -0.17500
C 1.92963 1.48243 0.17574
C -0.77462 1.15951 2.57336
C -1.08653 -1.70057 2.49663
C 0.79664 -1.69563 -5.05738
C 0.61331 0.92173 -4.82447
H -1.08594 -2.05015 3.55932
H -0.80307 1.97963 1.81953
H -1.80878 0.87027 2.78314
H -0.81198 -2.55411 1.83947
H -0.27027 1.52750 3.47429
H -2.08873 -1.32990 2.22249
```

=====

C19H26N4O5OsP | the ωB97M-V functional and the def2-TZVPD basis

Calculated values
- M: 611.6 g/mol
- HOMO-LUMO gap (spin up / spin down): 5.65 / 4.81 eV
- E_HOMO (spin up / spin down): -9.799 / -10.693 eV
- 2S+1: 5
- <S²>: 6.060
- Lowest unoccupied orbital energy (spin up / spin down): -4.2 / -5.9 eV
- Largest force on an atom: 8.83 eV Å⁻¹
- Net charge: +1

Structure (XYZ):
```
56
C19H26N4O5OsP | the Open Molecules 2025 dataset | the ωB97M-V functional and the def2-TZVPD basis
Os 0.05149 0.59473 -0.05064
P -2.37351 0.59473 -0.05064
O 0.05149 -0.72207 2.57176
O 0.05149 -0.77377 -2.66724
O -2.59481 1.11083 -1.56944
O -3.04781 1.82433 0.75766
O -3.60881 -0.44857 0.03996
N 2.52429 1.98043 -0.05064
N 2.10919 0.67183 -0.05064
N 0.05149 -0.88387 1.34746
N 0.05149 -0.88387 -1.43784
C 0.12859 2.68203 -0.05064
C 4.60059 -2.57817 -0.05064
C 0.05149 -2.12637 0.70496
C 5.17119 -1.30257 -0.05064
C 0.05149 -3.37767 -1.64394
C 3.21059 -2.72187 -0.05064
C 1.55999 3.03613 -0.05064
C 4.35299 -0.16767 -0.05064
C 0.94459 5.39653 -0.05064
C 1.92759 4.47373 -0.05064
C 2.38929 -1.59057 -0.05064
C -3.32701 -1.77867 -0.36954
C -3.80071 1.77703 -1.91754
C 0.05149 -3.44257 1.45736
C -0.80731 3.66393 -0.05064
C -2.99441 1.74403 2.17426
C 2.95309 -0.31347 -0.05064
C 0.05149 -2.11677 -0.80934
C -0.48491 4.97143 -0.05064
H 0.05149 -4.29867 -1.03114
H -4.68811 1.19543 -1.64724
H -3.55341 0.87763 2.54586
H -2.56821 -2.23727 0.27486
H -0.85261 -4.02307 1.17916
H 0.95559 -4.02307 1.17916
H 1.31319 -1.71427 -0.05064
H 0.05149 -1.40557 3.24576
H -3.84441 2.77393 -1.46594
H 2.96899 4.77903 -0.05064
H 6.24799 -1.19247 -0.05064
H -1.95911 1.70983 2.53236
H 0.05149 -1.13017 -0.05064
H -1.27031 5.72093 -0.05064
H 4.81439 0.81103 -0.05064
H -4.24691 -2.36387 -0.27474
H 2.76959 -3.71027 -0.05064
H 0.05149 -3.35317 2.55616
H -3.00971 -1.81707 -1.41784
H 0.95599 -3.39307 -2.28814
H -0.85301 -3.39307 -2.28814
H 5.23539 -3.45487 -0.05064
H -3.80791 1.90793 -3.00454
H -1.83931 3.34233 -0.05064
H 1.19179 6.45333 -0.05064
H -3.46211 2.64523 2.58236
```

=====

Q: What is the formula in the fifth record?
A: C5H6Cl2O4PrSV

=====

Q: Which of these has the lowest M?
A: C4H6N4